(1)
Density functional theory data (ωB97M-V/def2-TZVPD) for a cluster of 6 separate species, C20H56N4O8 in total in a non-equilibrium geometry.

Calculated values
Kohn-Sham gap ... 8.856 eV
Structure (SMILES) ... COC[C@H](C)N.COC[C@H](C)N.COC[C@H](C)N.COC[C@H](C)N.OCCO.OCCO

```
88
Properties=species:S:1:pos:R:3:forces:R:3
C 14.697 -19.348 -14.610 0.18 -0.12 -0.35
O 15.523 -19.796 -13.591 -1.02 -0.10 0.72
C 15.300 -18.907 -12.499 3.93 0.17 -1.38
C 16.452 -19.214 -11.524 0.71 0.19 -1.26
C 16.298 -20.613 -10.821 0.03 3.13 -1.21
N 16.668 -18.035 -10.657 -1.32 -0.28 -0.72
H 14.757 -20.016 -15.410 -0.35 -1.45 -1.17
H 15.132 -18.486 -14.989 0.97 2.20 -0.96
H 13.678 -19.018 -14.424 -0.45 -0.71 0.76
H 15.352 -17.879 -12.947 0.26 -0.41 0.77
H 14.340 -19.047 -12.196 -2.85 -0.42 1.64
H 17.349 -19.298 -12.210 -0.79 -0.09 0.46
H 17.120 -20.644 -10.167 1.10 -0.71 0.94
H 16.280 -21.384 -11.562 -0.02 -0.50 -0.23
H 15.409 -20.510 -10.267 -1.23 -0.52 0.86
H 16.883 -17.239 -11.290 0.02 -0.76 0.69
H 17.473 -18.192 -10.103 0.93 -0.19 0.55
C 18.829 -12.200 -9.668 0.29 -1.96 0.01
O 19.745 -12.958 -10.529 -0.72 0.34 0.51
C 19.237 -14.294 -10.803 -3.40 1.57 1.98
C 20.197 -15.248 -11.380 -0.50 -0.76 -0.24
C 20.128 -16.645 -10.762 0.77 -0.50 -0.54
N 21.487 -14.640 -11.358 1.13 0.27 -0.03
H 17.845 -12.030 -10.116 0.07 -0.21 -0.29
H 19.220 -11.212 -9.417 0.47 -0.43 -0.03
H 18.667 -12.877 -8.785 0.04 1.09 -0.38
H 18.692 -14.679 -9.868 1.40 0.65 -1.02
H 18.400 -14.159 -11.467 -0.53 0.02 -0.58
H 19.987 -15.452 -12.398 -0.57 0.20 -1.29
H 19.889 -16.725 -9.693 0.95 0.39 0.06
H 21.109 -17.032 -11.136 -0.66 -0.45 1.08
H 19.344 -17.296 -11.173 0.10 0.49 -0.50
H 21.589 -14.552 -10.361 1.10 0.67 0.42
H 21.353 -13.671 -11.719 0.42 -1.02 0.56
C 15.452 -13.846 -10.588 2.71 -1.12 -0.26
O 16.042 -14.131 -9.356 0.33 -0.38 0.87
C 15.472 -15.217 -8.683 -3.25 1.16 3.67
C 16.387 -15.684 -7.483 0.31 -0.34 -3.82
C 16.790 -14.692 -6.488 0.54 2.50 0.61
N 17.525 -16.229 -8.262 0.97 -0.06 1.96
H 16.154 -13.171 -11.008 0.32 1.35 -0.61
H 14.488 -13.434 -10.588 -1.62 0.18 0.20
H 15.672 -14.711 -11.200 -1.12 -0.52 -0.56
H 14.513 -14.790 -8.163 0.94 -0.71 -0.91
H 15.118 -16.075 -9.287 0.73 0.40 -0.11
H 15.944 -16.512 -6.956 -0.54 -0.46 -0.06
H 17.416 -13.852 -6.914 -0.77 -0.81 0.24
H 17.407 -15.143 -5.721 0.10 -0.24 0.14
H 15.912 -14.239 -5.989 0.36 -0.13 -0.23
H 17.794 -15.596 -9.003 -0.37 -0.13 0.14
H 17.137 -17.050 -8.651 -0.01 -0.85 -0.82
C 19.134 -11.989 -16.743 -0.04 -1.67 -2.11
O 18.326 -12.844 -17.645 2.17 0.48 1.04
C 17.098 -13.126 -17.078 -0.82 -0.29 -1.44
C 16.332 -14.262 -17.784 -0.30 0.31 0.65
C 15.890 -13.882 -19.183 3.12 0.38 0.44
N 15.131 -14.469 -17.015 0.38 -2.48 2.36
H 19.304 -12.439 -15.779 -0.12 -0.44 0.43
H 18.608 -11.082 -16.629 -0.38 1.32 0.21
H 20.103 -11.864 -17.246 -0.41 0.18 0.17
H 17.166 -13.385 -16.045 0.20 -0.08 1.03
H 16.458 -12.248 -17.207 -0.28 0.25 0.39
H 16.815 -15.232 -17.721 0.76 0.09 -0.44
H 15.477 -12.913 -19.175 -0.90 1.25 0.18
H 15.202 -14.576 -19.529 -1.14 -1.33 -0.98
H 16.791 -13.761 -19.811 -0.50 -0.43 -0.07
H 14.583 -13.649 -17.078 -0.91 0.76 0.77
H 15.335 -14.893 -16.016 -0.82 1.74 -2.65
O 17.365 -16.202 -12.793 -1.54 0.42 -1.56
C 18.042 -16.747 -13.984 -0.36 -0.55 1.95
C 18.384 -15.716 -15.042 -4.63 3.93 4.74
O 19.164 -16.113 -15.947 6.56 -1.93 -5.80
H 16.383 -16.101 -13.009 1.93 0.23 0.16
H 18.965 -17.138 -13.494 -0.52 -0.22 -0.95
H 17.348 -17.551 -14.370 1.24 0.55 0.06
H 18.686 -14.688 -14.671 -0.02 -1.06 0.94
H 17.505 -15.445 -15.564 -2.37 0.35 0.07
H 19.520 -15.308 -16.395 -0.21 -1.41 0.10
O 11.884 -16.075 -13.973 -0.78 1.86 0.17
C 13.281 -16.129 -14.198 -2.25 3.63 0.06
C 13.792 -14.690 -13.843 -6.51 -1.22 -1.77
O 15.059 -14.699 -13.828 8.76 1.41 -0.63
H 11.665 -16.951 -13.784 -1.20 -1.92 0.47
H 13.578 -16.876 -13.555 1.94 -1.50 1.04
H 13.282 -16.302 -15.238 1.57 -0.54 -1.34
H 13.504 -14.389 -12.867 -1.76 0.24 0.91
H 13.458 -13.970 -14.650 -0.66 -0.71 0.86
H 15.311 -13.750 -13.925 0.71 -1.25 0.27
```
Forces are in eV/Å.

=====

(2)
Density functional theory data (ωB97M-V/def2-TZVPD) for a cluster of 2 separate species, CH6S4Si in total in a non-equilibrium geometry.

Calculated values
Kohn-Sham gap ... 8.924 eV
Structure (SMILES) ... S=[Si](S)S.CS

```
12
Properties=species:S:1:pos:R:3:forces:R:3
S 2.057 -2.187 1.485 -1.06 -0.25 -0.44
Si 0.693 -2.313 0.064 1.23 0.71 -0.12
S 0.890 -1.171 -1.718 0.85 0.98 0.41
S -1.065 -3.428 -0.272 0.01 -0.27 0.75
H 1.927 -0.283 -1.329 -1.15 -1.27 -0.24
H -0.891 -3.498 -1.588 0.08 0.18 -0.35
C -0.740 1.690 0.830 1.82 -1.15 -1.24
S -0.326 2.605 -0.745 -0.38 0.73 0.62
H 0.181 1.108 1.109 -1.12 0.27 -0.30
H -1.656 1.104 0.914 0.15 -0.05 -0.87
H -0.834 2.428 1.530 -0.19 1.92 2.01
H -0.236 3.944 -0.279 -0.23 -1.80 -0.24
```
Forces are in eV/Å.

=====

(3)
Density functional theory data (ωB97M-V/def2-TZVPD) for a cluster of 3 separate species, C23H28BrN3O in total in a non-equilibrium geometry.

Calculated values
Kohn-Sham gap ... 9.464 eV
Structure (SMILES) ... CC(=O)N(C)CCCC[C@@H](C#N)[C@H](Br)C#N.c1ccccc1.c1ccccc1

```
56
Properties=species:S:1:pos:R:3:forces:R:3
C -1.289 -1.435 2.491 0.55 0.83 0.48
C -1.812 -0.006 2.824 1.29 -1.80 -0.79
O -2.945 0.107 3.191 -1.01 0.74 0.79
N -0.886 1.041 2.716 -1.60 0.58 -0.46
C -0.137 1.027 1.445 1.18 -1.56 0.25
C -1.468 2.349 3.059 0.58 1.47 -0.27
C -2.033 3.191 1.871 -0.27 -0.07 -0.04
C -3.118 2.491 1.004 0.02 0.76 0.04
C -4.492 2.315 1.702 0.16 0.39 -0.35
C -5.397 1.367 0.875 -0.41 -0.68 -0.05
C -4.793 -0.008 0.639 -1.98 4.84 1.04
N -4.068 -0.852 0.520 2.19 -3.46 -0.71
C -6.838 1.163 1.461 0.03 0.06 0.14
Br -8.159 2.270 0.480 0.42 -0.23 0.43
C -6.955 1.419 2.928 0.31 -0.77 -4.25
N -7.084 1.459 4.044 -0.29 0.38 3.10
H -1.314 -1.647 1.408 -0.06 0.10 0.48
H -0.245 -1.489 2.862 -0.48 -0.23 -0.36
H -1.917 -2.148 3.049 0.23 0.35 -0.44
H -0.733 0.607 0.610 0.25 0.66 0.27
H 0.698 0.303 1.580 -0.35 0.45 -0.23
H 0.341 1.984 1.193 -0.53 -0.24 0.24
H -2.247 2.298 3.833 0.41 -0.56 -0.32
H -0.640 2.954 3.494 -0.45 -0.31 -0.18
H -1.239 3.533 1.176 -0.24 -0.31 0.49
H -2.435 4.128 2.317 0.08 -0.53 -0.25
H -2.711 1.554 0.586 -0.33 0.22 0.37
H -3.299 3.159 0.132 0.15 -0.46 0.34
H -4.993 3.309 1.670 0.15 -0.55 0.04
H -4.420 2.053 2.771 0.07 -0.35 -0.62
H -5.527 1.816 -0.128 0.10 -0.29 0.43
H -7.138 0.125 1.246 -0.10 0.56 0.35
C 1.255 -0.170 -2.123 -0.02 -0.01 0.01
C -0.047 -0.646 -2.031 0.01 0.00 0.02
C -0.321 -1.981 -2.296 -0.02 -0.02 0.00
C 0.708 -2.841 -2.658 0.01 0.02 0.00
C 2.008 -2.364 -2.759 0.00 0.02 0.01
C 2.282 -1.029 -2.490 0.02 0.01 0.00
H 1.468 0.871 -1.910 0.00 -0.02 -0.02
H -0.851 0.025 -1.751 0.00 -0.03 -0.03
H -1.336 -2.352 -2.220 0.03 0.02 0.01
H 0.496 -3.884 -2.863 0.00 0.03 0.00
H 2.810 -3.034 -3.048 -0.02 0.01 0.01
H 3.297 -0.658 -2.567 -0.02 -0.01 0.02
C 7.428 -2.661 -1.403 0.01 0.02 0.00
C 6.222 -2.657 -2.092 -0.01 -0.01 -0.01
C 6.066 -1.855 -3.214 0.01 0.00 0.01
C 7.115 -1.053 -3.647 -0.01 0.00 0.01
C 8.318 -1.051 -2.953 0.00 -0.01 0.00
C 8.475 -1.856 -1.832 -0.02 -0.01 -0.01
H 7.552 -3.292 -0.531 -0.01 0.02 -0.02
H 5.403 -3.281 -1.753 0.02 0.02 -0.01
H 5.126 -1.855 -3.754 0.03 -0.01 -0.01
H 6.994 -0.429 -4.524 0.00 -0.01 0.02
H 9.134 -0.422 -3.287 -0.02 -0.02 0.01
H 9.414 -1.856 -1.293 -0.02 0.00 -0.02
```
Forces are in eV/Å.

=====

(4)
Density functional theory data (ωB97M-V/def2-TZVPD) for the ion C5H14N2 with charge +1 in a non-equilibrium geometry.

Calculated values
Kohn-Sham gap (spin up / spin down) ... 10.220 / 4.911 eV
Spin multiplicity ... 2
Net charge ... +1

```
21
Properties=species:S:1:pos:R:3:forces:R:3
C -2.562 -0.255 -0.240 0.63 -2.66 -2.49
N -1.451 0.693 -0.510 -0.33 0.48 5.07
C 1.657 -0.054 1.825 -2.65 2.19 -1.55
C 0.078 -0.227 1.268 0.52 0.87 0.40
C -0.008 0.511 -0.121 -1.80 -2.59 -1.94
C 0.544 -0.404 -1.202 3.51 1.57 -2.38
N 1.889 0.232 -1.815 -2.39 -2.27 3.18
H -2.776 -0.573 0.811 0.88 0.73 -0.37
H -3.472 0.227 -0.596 0.05 -0.04 -0.12
H -2.376 -1.231 -0.840 -0.45 1.62 1.01
H -1.810 1.464 0.069 0.33 1.06 -1.16
H 1.749 0.748 2.623 -0.29 -1.09 -1.15
H 1.958 -0.979 2.148 0.63 -2.15 1.20
H 2.283 0.154 0.950 -0.03 0.27 0.26
H -0.613 0.322 1.973 0.61 -1.11 -0.51
H -0.256 -1.266 0.950 0.50 1.08 1.40
H 0.551 1.392 -0.108 0.12 1.92 0.06
H -0.060 -0.737 -2.035 -0.87 0.78 -0.17
H 0.747 -1.315 -0.743 1.19 -1.60 0.79
H 1.920 1.194 -1.632 -0.02 1.51 0.29
H 2.009 0.104 -2.773 -0.13 -0.56 -1.84
```
Forces are in eV/Å.

=====

(5)
Density functional theory data (ωB97M-V/def2-TZVPD) for a structure of composition I2Mn in a non-equilibrium geometry.

Calculated values
Kohn-Sham gap (spin up / spin down) ... 5.053 / 8.056 eV
Spin multiplicity ... 7
Net charge ... -1

```
3
Properties=species:S:1:pos:R:3:forces:R:3
Mn -5.990 7.188 26.543 0.80 -1.82 0.90
I -6.931 9.280 25.540 -0.80 1.44 -0.53
I -6.839 5.698 28.931 0.00 0.38 -0.37
```
Forces are in eV/Å.

=====

(6)
Density functional theory data (ωB97M-V/def2-TZVPD) for a cluster of 6 separate species, C19H42B2N2O7 in total in a non-equilibrium geometry.

Calculated values
Kohn-Sham gap ... 9.244 eV
Structure (SMILES) ... CN(C)C(=O)CBB(N)O.CC(C)=O.CC(C)=O.CC(C)=O.CC(C)=O.CC(C)=O

```
72
Properties=species:S:1:pos:R:3:forces:R:3
C 1.994 1.628 3.162 0.60 -0.68 -0.59
N 0.744 2.392 2.909 -0.08 1.15 0.95
C 0.905 3.185 1.653 0.08 -0.28 -0.34
C 0.347 3.205 4.042 2.67 0.54 1.72
O 1.147 3.256 5.017 -2.55 -0.34 -2.19
C -0.973 4.071 4.142 -0.18 -0.16 0.59
B -2.343 3.297 3.750 0.72 0.97 0.15
B -2.592 2.320 2.431 0.13 -1.68 -0.67
N -2.392 0.846 2.649 -1.51 2.28 -1.10
O -3.001 2.866 1.159 1.70 -0.37 1.18
H 1.996 1.052 4.138 -0.11 1.12 -1.11
H 2.066 0.836 2.334 -0.10 1.19 1.04
H 2.902 2.322 3.059 -1.08 -1.08 0.47
H 1.709 2.654 1.035 -1.35 0.82 0.64
H -0.082 3.207 1.089 1.33 0.21 0.55
H 1.313 4.221 1.891 -0.63 -1.07 -0.48
H -0.903 5.073 3.583 0.07 -1.48 0.44
H -1.072 4.367 5.246 0.52 -0.41 -1.55
H -3.287 3.480 4.463 0.11 0.10 0.10
H -2.691 0.316 1.821 0.04 -0.21 0.66
H -2.873 0.552 3.504 0.50 -0.24 -0.48
H -2.451 3.670 1.034 -0.91 -0.47 -0.02
C 3.624 4.086 -2.936 0.07 0.28 0.24
C 3.652 2.934 -1.966 0.11 0.08 0.60
C 3.416 1.555 -2.522 0.02 -0.18 0.32
O 3.856 3.112 -0.781 -0.12 -0.07 -0.40
H 3.809 5.017 -2.397 -0.02 -0.12 -0.04
H 4.404 3.957 -3.689 -0.17 -0.04 -0.13
H 2.645 4.146 -3.414 0.11 -0.08 -0.17
H 4.187 1.313 -3.256 -0.17 0.02 -0.14
H 2.427 1.503 -2.982 0.12 -0.01 -0.19
H 3.465 0.825 -1.711 0.01 0.10 -0.08
C -0.963 4.215 8.869 0.05 -0.30 -0.23
C -2.268 4.669 8.272 -0.19 -0.34 -0.45
C -2.926 5.879 8.881 -0.32 0.03 -0.23
O -2.771 4.083 7.334 0.16 0.24 0.31
H -0.605 3.336 8.331 -0.04 0.12 0.03
H -0.217 5.008 8.779 -0.02 0.00 0.20
H -1.107 3.950 9.918 0.10 0.19 0.04
H -2.268 6.745 8.792 0.02 -0.03 0.21
H -3.157 5.687 9.931 0.17 0.14 0.03
H -3.857 6.090 8.351 0.11 -0.05 0.04
C -1.048 -3.176 -0.902 -0.39 -0.10 -0.05
C -1.367 -2.090 0.091 -0.59 0.12 0.21
C -0.215 -1.273 0.618 -0.27 0.25 0.24
O -2.511 -1.880 0.453 0.50 -0.02 -0.16
H -1.970 -3.681 -1.194 0.08 0.07 0.06
H -0.588 -2.742 -1.792 0.22 -0.13 0.08
H -0.377 -3.908 -0.448 0.16 0.10 -0.16
H 0.281 -0.755 -0.206 0.16 -0.16 0.02
H 0.492 -1.921 1.139 0.12 0.03 -0.18
H -0.593 -0.529 1.323 0.08 -0.08 -0.04
C -1.466 -5.193 -4.197 0.16 -0.14 0.27
C -0.520 -4.173 -4.768 0.40 -0.02 0.22
C -1.009 -3.351 -5.930 0.32 0.21 -0.08
O 0.597 -4.018 -4.310 -0.34 -0.02 -0.16
H -0.982 -5.711 -3.367 -0.03 0.08 -0.09
H -2.366 -4.698 -3.824 -0.08 -0.07 -0.15
H -1.727 -5.926 -4.963 -0.12 0.13 -0.03
H -1.889 -2.775 -5.634 -0.10 -0.14 -0.12
H -1.251 -4.004 -6.771 -0.19 0.00 0.09
H -0.224 -2.658 -6.239 -0.07 -0.07 0.06
C 1.031 -8.226 -8.309 -0.40 -0.14 -0.05
C 0.715 -7.139 -7.315 -0.45 0.11 0.18
C 1.868 -6.325 -6.790 -0.28 0.23 0.21
O -0.427 -6.929 -6.953 0.38 -0.02 -0.13
H 0.108 -8.729 -8.600 0.10 0.07 0.05
H 1.490 -7.793 -9.200 0.18 -0.09 0.09
H 1.702 -8.959 -7.856 0.14 0.10 -0.13
H 2.364 -5.808 -7.615 0.16 -0.16 0.03
H 2.576 -6.974 -6.271 0.12 0.04 -0.17
H 1.495 -5.580 -6.085 0.09 -0.09 -0.06
```
Forces are in eV/Å.

=====

Number 1: calculated total energy -1616.2262 Ha. Number 2: calculated total energy -1923.9795 Ha. Number 3: calculated total energy -3706.6920 Ha. Number 4: calculated total energy -308.0139 Ha. Number 5: calculated total energy -1746.4943 Ha. Number 6: calculated total energy -1435.0478 Ha.